# 1
{"formula": "C3H11NO3S", "method": "ωB97M-V/def2-TZVPD", "symbols": ["C", "C", "S", "N", "C", "O", "H", "H", "H", "H", "H", "H", "H", "H", "H", "O", "H", "H", "O"], "coordinates": [[2.421364, 0.484269, -0.466024], [2.921404, -0.765429, 0.286778], [4.717613, -1.067180, 0.077380], [1.195033, 1.135691, 0.059461], [0.025208, 0.295890, 0.301350], [-0.644630, 0.066281, -0.920479], [3.151338, 1.291553, -0.387282], [2.199832, 0.171690, -1.486164], [2.338465, -1.603226, -0.101124], [2.763326, -0.659024, 1.362661], [1.391054, 1.588047, 0.940184], [-0.635746, 0.874119, 0.950872], [0.252139, -0.676962, 0.749034], [-4.284787, -0.326877, -0.276356], [-5.132803, 0.939941, -0.437328], [-5.261274, 0.007960, -0.640465], [-1.626193, -0.052720, -0.697363], [-2.753595, -1.301305, 0.426410], [-3.037746, -0.402713, 0.258455]], "forces_ev_per_angstrom": [[-0.6, 0.1, 0.9], [0.3, 0.4, -0.2], [0.1, -0.1, -0.2], [-0.4, -0.6, 0.2], [-0.2, 0.5, -1.0], [-0.6, -0.1, -0.1], [0.4, -0.3, -0.5], [0.3, 0.4, -0.2], [0.0, -0.2, 0.3], [-0.4, 0.0, 0.0], [0.3, 0.1, 0.1], [0.0, -0.2, 0.3], [0.2, 0.0, 0.3], [-0.2, 0.1, 0.0], [-0.2, 0.0, -0.1], [-0.1, 0.0, 0.0], [0.7, 0.0, 0.2], [0.0, -0.2, 0.1], [0.4, 0.0, -0.1]], "mulliken_charge": [-0.56, -0.60, -0.72, -0.41, -0.29, -0.58, 0.39, 0.22, 0.20, 0.16, 0.24, 0.31, 0.23, 0.46, 0.23, -0.81, 0.42, 0.20, -1.09], "spin_multiplicity": 1, "gap_ha": 0.22099, "charge": -2, "e_homo_ev": -0.3, "lumo_ev": 5.8}

=====

# 2
{"formula": "C3H11NO3S", "method": "ωB97M-V/def2-TZVPD", "symbols": ["O", "C", "N", "C", "C", "S", "H", "H", "H", "H", "H", "H", "H", "H", "H", "O", "H", "H", "O"], "coordinates": [[-2.918862, 0.267789, -0.886779], [-1.710491, 0.184366, -0.955779], [-0.996093, -0.709389, -0.198246], [0.435598, -0.502107, 0.043558], [0.788700, 0.093184, 1.385837], [-0.155589, 1.659298, 1.681821], [-1.093820, 0.714243, -1.678908], [-1.524004, -1.094944, 0.569896], [0.874354, 0.066172, -0.761649], [0.849027, -1.489058, -0.075372], [1.774215, 0.526087, 1.273633], [0.707583, -0.610208, 2.206171], [0.867137, 2.266766, 2.289170], [4.636955, -3.851815, -0.334613], [5.702403, -3.785395, 0.782089], [4.825887, -3.476233, 0.537075], [-4.878337, 3.845367, -2.113883], [-4.150876, 2.479717, -1.787990], [-4.033785, 3.416162, -1.976030]], "forces_ev_per_angstrom": [[0.1, 0.4, -0.3], [-0.6, -1.0, 0.5], [0.4, 1.2, 0.0], [-0.8, -1.0, -0.2], [0.0, 1.2, -0.4], [-0.2, -0.5, 0.0], [0.2, 0.4, -0.2], [-0.1, -0.2, 0.0], [-0.2, 0.5, -0.3], [0.7, -0.4, 0.3], [0.5, -0.7, 0.3], [0.0, 0.0, 0.1], [0.0, 0.1, 0.0], [0.2, 0.1, 0.3], [0.0, -0.1, -0.1], [-0.2, 0.0, -0.2], [-0.2, -0.4, 0.1], [-0.3, 0.0, 0.0], [0.6, 0.2, 0.0]], "mulliken_charge": [-0.57, 0.15, -0.22, -0.72, -0.51, -0.19, 0.32, 0.24, 0.37, 0.29, 0.35, 0.37, 0.13, 0.32, 0.32, -0.64, 0.31, 0.32, -0.64], "spin_multiplicity": 1, "gap_ha": 0.36655, "charge": 0, "e_homo_ev": -9.4, "lumo_ev": 0.6, "smiles": "O=CNCCS.O.O"}

=====

# 3
{"formula": "C3H11NO4", "method": "ωB97M-V/def2-TZVPD", "symbols": ["C", "N", "C", "O", "O", "C", "H", "H", "H", "H", "H", "H", "H", "H", "H", "O", "H", "H", "O"], "coordinates": [[-1.252213, -1.659059, 0.236612], [-1.102172, -0.289636, -0.164672], [0.255317, 0.006482, -0.860263], [0.332736, -0.293159, -2.089793], [1.340538, -0.618239, 0.027394], [-1.255255, -2.463496, -1.104182], [-2.207636, -1.797649, 0.828198], [-0.348869, -2.092974, 0.839874], [-1.234594, 0.425436, 0.592586], [0.278138, 1.040715, -0.612597], [-0.434971, -2.234770, -1.746064], [-1.414759, -3.486692, -1.151931], [-1.997943, -1.869522, -1.818007], [1.418968, -0.324975, 0.888693], [1.058650, 2.205710, 1.537490], [1.641749, 1.801733, 2.248722], [-0.540883, 3.673088, 0.711649], [1.948784, 2.291377, 3.040028], [-0.227120, 2.721433, 0.864900]], "forces_ev_per_angstrom": [[1.2, -2.1, -0.1], [0.4, 1.5, 0.2], [-0.6, -2.5, 4.2], [0.5, 0.1, -0.4], [-0.6, -1.2, -5.2], [-2.3, 3.9, -1.3], [1.0, 0.2, -0.7], [-1.6, 0.9, -0.6], [0.5, -0.8, -0.9], [0.3, 2.4, -0.1], [1.5, -0.1, 0.3], [-0.5, -2.0, 0.4], [0.6, -1.6, 1.6], [-0.3, 1.9, 2.8], [-0.8, 1.5, 0.7], [1.8, -1.5, 1.1], [0.9, -2.2, 0.2], [-0.9, 0.0, -1.5], [-0.8, 1.5, -0.8]], "mulliken_charge": [-0.12, -0.39, 0.21, -0.42, -0.55, -1.26, 0.36, 0.19, 0.28, 0.29, 0.33, 0.44, 0.25, 0.30, 0.43, -0.70, 0.11, 0.22, -0.99], "spin_multiplicity": 2, "gap_ha": [0.29801, 0.19992], "charge": -1, "e_homo_ev": [-4.3, -4.0], "lumo_ev": [3.8, 1.4]}

=====

# 4
{"formula": "C3H11NO4", "method": "ωB97M-V/def2-TZVPD", "symbols": ["O", "C", "O", "C", "C", "N", "H", "H", "H", "H", "H", "H", "H", "H", "H", "O", "H", "H", "O"], "coordinates": [[-1.735456, -0.401535, -1.402753], [-1.561227, -0.617183, -0.184075], [-0.601386, -1.608844, 0.184748], [-0.995813, 0.891516, 0.468483], [-0.399184, 0.654816, 1.844183], [-0.040706, 1.406847, -0.403399], [-0.253263, -1.279445, -0.716838], [-1.849070, 1.586604, 0.509612], [0.432990, -0.049353, 1.721265], [0.003120, 1.596059, 2.251662], [-1.123841, 0.203708, 2.530906], [-0.273339, 1.078798, -1.333598], [0.911858, 1.151314, -0.138823], [-2.495980, -0.825452, 0.411567], [2.304421, -1.556981, -1.575836], [1.819173, -0.750148, -1.359459], [3.227322, 0.650229, 1.100740], [2.128192, -0.375848, -0.469619], [2.326290, 0.491057, 0.804072]], "forces_ev_per_angstrom": [[0.0, 0.4, 1.1], [-2.9, -5.5, -0.9], [-1.3, 3.8, -2.7], [3.5, 5.9, 2.3], [-0.3, -1.2, -0.1], [-1.8, -2.8, 0.7], [2.5, -2.6, 0.8], [-0.8, -1.3, -0.8], [0.0, 0.4, 0.2], [-0.3, -0.2, -0.3], [0.0, 0.3, -0.1], [0.4, 1.3, -0.6], [1.3, 0.1, 0.4], [0.6, 1.1, 0.4], [-0.1, 0.3, 0.2], [-0.6, -0.3, -0.5], [-0.1, -0.1, -0.3], [0.5, 0.1, 0.3], [-0.6, 0.2, -0.1]], "mulliken_charge": [-0.50, 0.05, -0.36, 0.30, -1.28, -0.28, 0.37, 0.29, 0.37, 0.37, 0.38, 0.39, 0.31, 0.43, 0.29, -0.69, 0.12, 0.40, -0.95], "spin_multiplicity": 1, "gap_ha": 0.15164, "charge": 0, "e_homo_ev": -8.5, "lumo_ev": -4.4}

=====

# 5
{"formula": "C3H11NO4", "method": "ωB97M-V/def2-TZVPD", "symbols": ["C", "C", "O", "C", "N", "O", "H", "H", "H", "H", "H", "H", "H", "H", "H", "O", "H", "H", "O"], "coordinates": [[-0.024192, -0.761043, 0.722103], [-0.089866, 0.183716, 1.952679], [-0.550113, 1.493630, 1.598056], [1.281218, -0.590782, -0.002524], [1.285047, 0.554745, -0.789874], [2.257854, -1.303146, 0.081964], [-0.846812, -0.524117, 0.054161], [-0.060026, -1.743383, 1.194818], [-0.836477, -0.243734, 2.618234], [0.907839, 0.269560, 2.384955], [0.204139, 2.062652, 1.545276], [2.105424, 1.065349, -1.035921], [0.446353, 1.119004, -0.855345], [-0.026734, -3.626717, -1.638767], [-0.556108, -2.574770, -2.741300], [-0.596962, -2.878760, -1.846956], [-1.525838, 2.804250, -0.397856], [-2.111203, 2.352765, -1.648609], [-1.263545, 2.340785, -1.195092]], "forces_ev_per_angstrom": [[0.5, 0.1, 1.1], [-0.2, 0.3, -1.2], [-0.5, -0.4, 0.3], [0.4, 1.2, -1.0], [-0.9, 0.0, 0.4], [-0.1, -0.2, 0.4], [-0.3, -0.4, 0.1], [-0.2, -0.3, -0.7], [0.2, 0.1, 0.4], [-0.2, -0.3, 0.4], [0.6, 0.5, -0.1], [0.7, -0.4, -0.1], [-0.1, -0.2, 0.1], [0.1, 0.3, -0.7], [0.6, -0.3, -0.7], [-0.6, 0.1, 1.5], [0.4, 0.0, 0.6], [0.1, -0.3, -0.6], [-0.5, 0.3, -0.1]], "mulliken_charge": [-0.29, -0.60, -0.51, 0.47, -0.34, -0.64, 0.30, 0.28, 0.29, 0.35, 0.32, 0.22, 0.17, 0.31, 0.30, -0.62, 0.30, 0.30, -0.62], "spin_multiplicity": 1, "gap_ha": 0.36721, "charge": 0, "e_homo_ev": -9.4, "lumo_ev": 0.5, "smiles": "NC(=O)CCO.O.O"}

=====

# 6
{"formula": "C3H11NO4S", "method": "ωB97M-V/def2-TZVPD", "symbols": ["N", "C", "C", "C", "S", "O", "O", "O", "H", "H", "H", "H", "H", "H", "H", "H", "H", "H", "O", "H"], "coordinates": [[-2.091530, 0.400438, -0.747008], [-1.358498, -0.263406, 0.341532], [-0.188390, -1.120356, -0.179924], [0.937898, -1.129801, 0.860127], [2.120666, 0.133091, 0.390607], [3.405317, -0.197484, 0.928218], [2.103249, 0.231382, -1.033582], [1.637012, 1.492086, 1.032851], [-2.899871, 0.889175, -0.383365], [-1.338306, 1.253530, -1.192621], [-2.426548, -0.237786, -1.461118], [-2.018160, -0.846791, 0.976187], [-0.963743, 0.560248, 0.930402], [0.189743, -0.744353, -1.122984], [-0.519092, -2.143531, -0.341329], [0.509401, -0.979015, 1.847124], [1.468075, -2.071235, 0.879732], [1.126913, 1.336022, 1.834821], [-0.302077, 1.871779, -1.756334], [0.607940, 1.566008, -1.803334]], "forces_ev_per_angstrom": [[-1.0, 0.0, 0.4], [0.5, 0.1, -0.4], [-0.6, -0.1, 0.5], [-0.8, 0.4, -0.5], [2.2, -1.0, -0.6], [-0.4, 0.0, 0.8], [-0.5, 0.6, 0.1], [-0.5, 0.0, -0.3], [-0.2, 0.0, 0.1], [2.8, 0.3, -1.5], [0.2, 0.0, -0.1], [-0.1, -0.1, 0.1], [0.1, 0.1, 0.1], [-0.1, 0.2, -0.1], [-0.1, -0.1, 0.0], [0.3, 0.2, 0.3], [0.4, 0.0, -0.1], [0.1, 0.1, 0.2], [-1.9, -0.1, 0.6], [-0.3, -0.3, 0.3]], "mulliken_charge": [-0.31, -0.71, -0.44, -1.08, 1.26, -0.64, -0.61, -0.40, 0.33, 0.32, 0.27, 0.36, 0.27, 0.52, 0.36, 0.50, 0.33, 0.34, -0.91, 0.23], "spin_multiplicity": 1, "gap_ha": 0.30235, "charge": 0, "e_homo_ev": -8.2, "lumo_ev": 0.0}

=====

Looking at ΔE to the lowest compared entry with this formula, charge and spin for the records above, in order, we have 40.0; 87.0; 167.4; 769.3; 137.6; 249.6 kJ/mol.
Looking at electronic energy for the records above, in order, we have -21756.4663; -21757.0429; -12966.6022; -12963.0867; -12969.6337; -23802.7319 eV.
Looking at M for the records above, in order, we have 141.2; 141.2; 125.1; 125.1; 125.1; 157.2 g/mol.